Here is a 10-piece molecular cluster, C43H85FN2O11 overall in a non-equilibrium geometry from the Open Molecules 2025 dataset. Energies are from wB97M-V/def2-TZVPD.

Values from the calculation:
SMILES: NC[C@@H](O)C[C@H]1CC(=O)N[C@H]1F.C1CCOC1.C1CCOC1.C1CCOC1.C1CCOC1.C1CCOC1.C1CCOC1.C1CCOC1.C1CCOC1.C1CCOC1
Gap between HOMO and LUMO: 9.550 eV
Maximum force: 1.95 eV/Å
Molecular weight: 825.2 g mol⁻¹
LUMO energy: 0.57 eV

Geometry (Å):
N (-1.543, 2.876, -2.039)
C (-1.940, 3.612, -3.245)
C (-2.245, 5.057, -2.880)
O (-2.382, 5.850, -4.059)
C (-3.401, 5.211, -1.903)
C (-4.792, 4.744, -2.382)
C (-5.130, 4.614, -3.859)
C (-6.445, 3.845, -3.758)
O (-7.484, 4.007, -4.365)
N (-6.238, 2.822, -2.737)
C (-5.403, 3.487, -1.726)
F (-4.487, 2.614, -1.199)
H (-2.350, 2.719, -1.444)
H (-1.284, 1.948, -2.358)
H (-1.063, 3.643, -3.882)
H (-2.749, 3.140, -3.801)
H (-1.349, 5.409, -2.364)
H (-3.161, 6.391, -3.959)
H (-3.446, 6.228, -1.523)
H (-3.124, 4.604, -1.043)
H (-5.473, 5.530, -2.050)
H (-5.201, 5.545, -4.404)
H (-4.511, 3.925, -4.429)
H (-5.633, 2.117, -3.158)
H (-6.070, 3.780, -0.917)
C (0.312, -2.237, -1.531)
C (-0.809, -1.647, -0.679)
C (-0.742, -0.183, -1.073)
O (-0.292, -0.138, -2.431)
C (0.193, -1.430, -2.815)
H (0.222, -3.310, -1.697)
H (1.277, -2.042, -1.060)
H (-1.771, -2.077, -0.971)
H (-0.676, -1.800, 0.389)
H (-0.017, 0.356, -0.453)
H (-1.706, 0.325, -0.996)
H (-0.527, -1.884, -3.506)
H (1.147, -1.316, -3.328)
C (-1.145, 3.920, 1.934)
C (-2.335, 4.015, 2.885)
C (-3.414, 3.277, 2.104)
O (-2.741, 2.285, 1.325)
C (-1.329, 2.529, 1.349)
H (-0.179, 4.047, 2.419)
H (-1.232, 4.673, 1.146)
H (-2.115, 3.486, 3.815)
H (-2.620, 5.036, 3.134)
H (-3.945, 3.955, 1.423)
H (-4.148, 2.791, 2.746)
H (-0.853, 1.766, 1.976)
H (-0.933, 2.447, 0.338)
C (-2.469, -2.663, 3.657)
C (-1.564, -3.569, 4.486)
C (-0.339, -3.685, 3.591)
O (-0.246, -2.453, 2.864)
C (-1.460, -1.711, 3.032)
H (-3.230, -2.146, 4.239)
H (-2.971, -3.243, 2.879)
H (-1.301, -3.075, 5.425)
H (-2.005, -4.536, 4.722)
H (-0.444, -4.505, 2.874)
H (0.583, -3.838, 4.152)
H (-1.255, -0.859, 3.690)
H (-1.789, -1.329, 2.066)
C (-5.959, -0.091, -0.119)
C (-7.371, -0.623, 0.104)
C (-7.214, -1.371, 1.422)
O (-6.200, -0.681, 2.157)
C (-5.528, 0.249, 1.299)
H (-5.915, 0.760, -0.787)
H (-5.321, -0.879, -0.526)
H (-8.070, 0.208, 0.222)
H (-7.735, -1.259, -0.701)
H (-6.885, -2.403, 1.257)
H (-8.130, -1.392, 2.013)
H (-5.838, 1.264, 1.573)
H (-4.452, 0.166, 1.449)
C (5.767, -1.904, -1.259)
C (5.800, -0.544, -1.953)
C (4.682, -0.693, -2.974)
O (3.719, -1.574, -2.391)
C (4.273, -2.196, -1.228)
H (6.214, -1.902, -0.266)
H (6.285, -2.649, -1.866)
H (5.556, 0.247, -1.240)
H (6.759, -0.307, -2.410)
H (5.048, -1.142, -3.904)
H (4.197, 0.255, -3.214)
H (3.802, -1.759, -0.340)
H (4.044, -3.262, -1.251)
C (3.660, 3.427, -3.736)
C (2.167, 3.110, -3.689)
C (2.013, 2.567, -2.276)
O (2.997, 3.241, -1.475)
C (3.913, 3.934, -2.322)
H (3.932, 4.156, -4.499)
H (4.233, 2.514, -3.918)
H (1.583, 4.026, -3.809)
H (1.842, 2.401, -4.449)
H (2.213, 1.490, -2.239)
H (1.022, 2.748, -1.859)
H (3.716, 5.009, -2.247)
H (4.931, 3.745, -1.977)
C (-0.552, 3.017, -8.562)
C (0.052, 4.399, -8.324)
C (-0.537, 4.764, -6.968)
O (-0.706, 3.532, -6.262)
C (-0.539, 2.431, -7.157)
H (0.002, 2.411, -9.276)
H (-1.579, 3.114, -8.922)
H (1.140, 4.325, -8.257)
H (-0.192, 5.125, -9.098)
H (-1.515, 5.245, -7.071)
H (0.108, 5.422, -6.385)
H (0.418, 1.944, -6.939)
H (-1.339, 1.709, -6.988)
C (4.323, -6.808, 4.750)
C (4.349, -5.455, 4.043)
C (3.214, -5.608, 3.040)
O (2.258, -6.481, 3.645)
C (2.830, -7.095, 4.804)
H (4.786, -6.803, 5.736)
H (4.829, -7.560, 4.140)
H (4.120, -4.656, 4.753)
H (5.302, -5.225, 3.568)
H (3.565, -6.066, 2.109)
H (2.728, -4.661, 2.797)
H (2.374, -6.650, 5.696)
H (2.599, -8.161, 4.794)
C (7.347, -5.422, 8.700)
C (6.191, -5.395, 9.696)
C (5.138, -6.218, 8.967)
O (5.851, -7.176, 8.179)
C (7.239, -6.834, 8.143)
H (8.318, -5.220, 9.149)
H (7.178, -4.689, 7.909)
H (6.482, -5.891, 10.624)
H (5.845, -4.392, 9.941)
H (4.538, -5.592, 8.298)
H (4.465, -6.745, 9.643)
H (7.791, -7.549, 8.762)
H (7.599, -6.916, 7.117)



Here is a 4-piece molecular cluster, C43H85N4O6 overall in a non-equilibrium geometry from the Open Molecules 2025 dataset. Energies are from wB97M-V/def2-TZVPD.

Values from the calculation:
Gap between HOMO and LUMO (spin up / spin down): 8.947 / 9.191 eV
Multiplicity: 4
Maximum force: 3.39 eV/Å
Molecular weight: 754.2 g mol⁻¹
LUMO energy (spin up / spin down): 0.72 / 0.14 eV

Geometry (Å):
C (2.236, -1.036, 1.075)
C (1.863, -2.305, 1.821)
C (0.392, -2.279, 2.328)
C (-0.402, -3.477, 1.830)
C (-0.850, -3.365, 0.357)
C (-0.492, -4.582, -0.510)
C (0.133, -4.239, -1.868)
C (1.663, -4.242, -1.817)
C (2.410, -3.263, -2.752)
C (1.715, -2.819, -4.050)
C (1.417, -1.309, -4.187)
C (-0.034, -0.980, -4.530)
C (-1.030, -0.977, -3.367)
C (-0.449, -0.603, -2.022)
N (0.068, 0.790, -2.039)
C (3.682, -4.059, -3.154)
O (4.662, -3.027, -3.295)
C (4.402, -2.274, -2.181)
O (5.224, -1.762, -1.427)
O (3.049, -2.197, -2.042)
H (3.234, -1.098, 0.657)
H (1.558, -0.880, 0.240)
H (2.145, -0.171, 1.725)
H (2.550, -2.445, 2.648)
H (1.963, -3.169, 1.171)
H (-0.038, -1.367, 1.927)
H (0.432, -2.246, 3.410)
H (0.176, -4.386, 1.964)
H (-1.275, -3.585, 2.469)
H (-0.445, -2.446, -0.048)
H (-1.929, -3.280, 0.365)
H (-1.397, -5.145, -0.709)
H (0.173, -5.243, 0.035)
H (-0.216, -3.275, -2.216)
H (-0.196, -4.966, -2.603)
H (2.005, -5.236, -2.083)
H (2.010, -4.032, -0.812)
H (2.380, -3.082, -4.861)
H (0.811, -3.390, -4.219)
H (2.005, -0.969, -5.033)
H (1.791, -0.754, -3.339)
H (-0.086, -0.055, -5.086)
H (-0.355, -1.749, -5.231)
H (-1.579, -1.910, -3.288)
H (-1.780, -0.221, -3.581)
H (-1.228, -0.678, -1.272)
H (0.356, -1.273, -1.730)
H (-0.193, 1.222, -1.162)
H (1.077, 0.745, -1.994)
H (3.603, -4.745, -3.983)
H (4.012, -4.649, -2.297)
C (-1.285, 3.703, 4.260)
C (-0.671, 3.401, 2.879)
C (0.810, 3.770, 2.903)
C (1.030, 5.283, 2.947)
C (0.299, 5.979, 1.798)
C (-1.180, 5.604, 1.673)
N (-1.368, 4.124, 1.774)
O (-1.083, 3.572, 0.639)
C (-2.029, 6.333, 2.730)
C (-1.705, 6.101, 0.331)
C (-0.865, 1.901, 2.691)
H (-0.884, 3.000, 4.989)
H (-1.054, 4.692, 4.645)
H (-2.369, 3.584, 4.241)
H (1.306, 3.362, 2.016)
H (1.286, 3.299, 3.765)
H (0.700, 5.692, 3.905)
H (2.098, 5.498, 2.880)
H (0.379, 7.062, 1.908)
H (0.808, 5.723, 0.863)
H (-3.067, 6.004, 2.678)
H (-2.020, 7.406, 2.540)
H (-1.682, 6.205, 3.752)
H (-1.115, 5.732, -0.506)
H (-1.662, 7.189, 0.314)
H (-2.742, 5.801, 0.180)
H (-1.928, 1.657, 2.665)
H (-0.416, 1.357, 3.521)
H (-0.412, 1.527, 1.774)
C (6.094, -9.793, -1.109)
C (5.051, -9.449, -2.191)
C (5.171, -10.449, -3.339)
C (6.448, -10.248, -4.157)
C (6.555, -8.808, -4.663)
C (6.379, -7.748, -3.575)
N (5.202, -8.055, -2.705)
O (4.108, -7.670, -3.278)
C (7.658, -7.610, -2.728)
C (6.179, -6.387, -4.225)
C (3.701, -9.577, -1.495)
H (5.812, -10.729, -0.628)
H (7.099, -9.949, -1.491)
H (6.132, -9.019, -0.341)
H (4.305, -10.356, -4.001)
H (5.142, -11.464, -2.937)
H (7.330, -10.506, -3.566)
H (6.447, -10.930, -5.009)
H (7.518, -8.655, -5.153)
H (5.789, -8.657, -5.431)
H (7.496, -6.910, -1.907)
H (8.467, -7.218, -3.343)
H (8.020, -8.545, -2.310)
H (5.353, -6.385, -4.934)
H (7.075, -6.100, -4.773)
H (5.987, -5.625, -3.470)
H (3.615, -8.845, -0.691)
H (3.604, -10.571, -1.062)
H (2.866, -9.430, -2.177)
C (-6.892, 9.190, 4.968)
C (-6.158, 9.261, 3.615)
C (-6.925, 10.188, 2.675)
C (-8.244, 9.575, 2.202)
C (-8.015, 8.204, 1.566)
C (-7.195, 7.241, 2.427)
N (-5.985, 7.916, 2.989)
O (-5.050, 7.962, 2.097)
C (-8.055, 6.643, 3.557)
C (-6.768, 6.051, 1.575)
C (-4.783, 9.834, 3.939)
H (-6.805, 10.152, 5.471)
H (-7.958, 8.996, 4.889)
H (-6.449, 8.432, 5.616)
H (-6.308, 10.420, 1.802)
H (-7.114, 11.137, 3.179)
H (-8.951, 9.493, 3.032)
H (-8.713, 10.238, 1.473)
H (-8.974, 7.738, 1.331)
H (-7.499, 8.350, 0.612)
H (-7.443, 6.020, 4.209)
H (-8.836, 6.012, 3.131)
H (-8.564, 7.381, 4.171)
H (-6.231, 6.355, 0.679)
H (-7.654, 5.501, 1.260)
H (-6.130, 5.371, 2.141)
H (-4.232, 9.157, 4.594)
H (-4.895, 10.788, 4.453)
H (-4.183, 10.006, 3.048)



Here is C43H89FInO11 as an isolated structure in a non-equilibrium geometry from the Open Molecules 2025 dataset. Energies are from wB97M-V/def2-TZVPD.

Values from the calculation:
Gap between HOMO and LUMO: 6.015 eV
Total charge: -1
Maximum force: 2.74 eV/Å
Molecular weight: 916.0 g mol⁻¹
LUMO energy: 1.73 eV

Geometry (Å):
C (2.887, -3.673, 1.315)
C (1.633, -2.661, 1.009)
C (0.546, -2.839, 2.247)
C (-0.545, -1.585, 2.277)
C (-0.972, -1.085, 0.746)
In (0.105, 0.101, 3.645)
C (2.323, 0.120, 4.142)
C (3.306, 0.205, 2.792)
C (4.673, 0.972, 3.271)
C (6.053, 0.452, 2.556)
O (6.061, 0.523, 1.086)
C (5.538, 1.803, 0.583)
C (-0.530, 2.135, 2.754)
C (-2.079, 1.934, 2.250)
C (-2.156, 2.177, 0.609)
F (-2.963, 2.967, 2.881)
H (3.737, -3.220, 1.981)
H (3.303, -4.065, 0.291)
H (2.434, -4.600, 1.904)
H (1.123, -2.945, -0.029)
H (1.921, -1.520, 0.977)
H (1.090, -2.909, 3.308)
H (-0.099, -3.826, 2.081)
H (-1.543, -2.045, 2.733)
H (-0.872, -1.976, -0.014)
H (-0.262, -0.178, 0.448)
H (-2.114, -0.757, 0.809)
H (-0.852, -0.034, 5.193)
H (2.566, -0.814, 4.819)
H (2.494, 1.074, 4.835)
H (2.743, 0.925, 2.038)
H (3.502, -0.867, 2.361)
H (4.608, 2.151, 3.190)
H (4.797, 0.742, 4.437)
H (6.194, -0.689, 2.867)
H (6.944, 1.032, 3.075)
H (6.155, 2.054, -0.404)
H (4.416, 1.615, 0.244)
H (5.662, 2.709, 1.316)
H (0.196, 2.476, 1.902)
H (-0.550, 2.924, 3.626)
H (-2.442, 0.865, 2.580)
H (-2.385, 3.312, 0.339)
H (-1.107, 1.925, 0.100)
H (-2.988, 1.453, 0.161)
C (7.288, 3.474, -3.138)
C (7.033, 4.648, -2.231)
O (6.474, 4.506, -1.144)
C (7.489, 6.002, -2.704)
H (6.906, 2.562, -2.667)
H (6.770, 3.620, -4.089)
H (8.362, 3.359, -3.303)
H (6.980, 6.261, -3.636)
H (8.572, 6.000, -2.850)
H (7.240, 6.754, -1.947)
C (-2.184, 5.999, 3.122)
C (-1.191, 6.958, 3.722)
O (-1.396, 8.171, 3.726)
C (0.064, 6.376, 4.317)
H (-3.039, 6.560, 2.731)
H (-1.720, 5.451, 2.298)
H (-2.540, 5.306, 3.888)
H (0.628, 5.844, 3.546)
H (-0.193, 5.699, 5.136)
H (0.687, 7.185, 4.712)
C (-0.496, -4.588, -3.046)
C (-1.643, -3.729, -2.584)
O (-1.448, -2.651, -2.024)
C (-3.036, -4.241, -2.832)
H (0.450, -4.093, -2.801)
H (-0.527, -5.555, -2.538)
H (-0.548, -4.725, -4.129)
H (-3.181, -5.192, -2.314)
H (-3.202, -4.363, -3.905)
H (-3.763, -3.518, -2.446)
C (-6.251, 3.177, 1.093)
C (-5.697, 3.301, -0.301)
O (-4.962, 2.437, -0.775)
C (-6.077, 4.524, -1.092)
H (-5.893, 2.246, 1.544)
H (-5.910, 4.016, 1.705)
H (-7.343, 3.152, 1.058)
H (-5.728, 5.423, -0.578)
H (-7.161, 4.558, -1.225)
H (-5.604, 4.479, -2.079)
C (-6.995, -0.743, -4.166)
C (-6.654, -1.247, -2.789)
O (-6.071, -2.318, -2.627)
C (-7.052, -0.389, -1.618)
H (-6.648, -1.465, -4.912)
H (-8.078, -0.634, -4.263)
H (-6.498, 0.213, -4.345)
H (-8.137, -0.263, -1.601)
H (-6.557, 0.584, -1.684)
H (-6.741, -0.877, -0.688)
C (0.610, -2.437, -8.449)
C (0.952, -2.941, -7.072)
O (1.535, -4.012, -6.910)
C (0.554, -2.083, -5.901)
H (0.958, -3.159, -9.196)
H (-0.473, -2.328, -8.546)
H (1.108, -1.481, -8.629)
H (-0.531, -1.957, -5.885)
H (1.049, -1.111, -5.968)
H (0.865, -2.571, -4.971)
C (-1.416, -8.750, -4.034)
C (-2.594, -8.029, -3.434)
O (-3.109, -7.066, -4.000)
C (-3.116, -8.532, -2.115)
H (-1.148, -8.278, -4.985)
H (-0.559, -8.688, -3.359)
H (-1.677, -9.794, -4.223)
H (-2.335, -8.460, -1.354)
H (-3.453, -9.567, -2.219)
H (-3.967, -7.916, -1.803)
C (-7.994, -0.730, -8.489)
C (-9.141, 0.128, -8.027)
O (-8.946, 1.206, -7.467)
C (-10.534, -0.383, -8.275)
H (-7.048, -0.235, -8.244)
H (-8.025, -1.697, -7.981)
H (-8.046, -0.868, -9.572)
H (-10.679, -1.335, -7.757)
H (-10.700, -0.505, -9.349)
H (-11.261, 0.340, -7.889)
C (6.488, 3.142, 5.792)
C (5.427, 2.863, 6.823)
O (4.398, 2.256, 6.532)
C (5.675, 3.355, 8.224)
H (6.174, 2.730, 4.827)
H (6.625, 4.221, 5.683)
H (7.427, 2.667, 6.087)
H (5.776, 4.443, 8.223)
H (6.578, 2.889, 8.627)
H (4.826, 3.082, 8.860)
C (6.817, -2.457, 7.490)
C (6.733, -0.954, 7.454)
O (7.726, -0.254, 7.648)
C (5.388, -0.341, 7.170)
H (7.847, -2.758, 7.705)
H (6.167, -2.846, 8.278)
H (6.527, -2.868, 6.520)
H (4.675, -0.636, 7.943)
H (5.035, -0.658, 6.185)
H (5.479, 0.751, 7.175)